1.
DFT (wB97M-V/def2-TZVPD) results for C34H37MnN2O7Te as an isolated structure.

As for the total energy: -91777.2344 eV. Its expectation value of S² is 1.245. Its highest occupied orbital energy (alpha / beta) is -10.87 / -10.66 eV. The calculation puts the relative energy (zero: lowest compared OMol25 entry of this formula, charge and spin) at 0.0 kJ/mol.

ORCA input file:
```
! RIJCOSX wB97M-V def2-TZVPD def2/J DEFGRID3
* xyz 1 2
Mn 0.764 -0.151 0.347
O -2.502 2.230 1.072
C -1.336 1.641 0.963
O -1.148 0.622 0.323
C -0.209 2.361 1.654
O 0.922 1.511 1.737
C 1.096 0.889 3.041
C 0.337 -0.435 3.106
O -0.302 -0.698 4.106
O 0.514 -1.170 2.058
H -3.177 1.721 0.592
H -0.524 2.712 2.635
H 0.058 3.228 1.047
H 0.776 1.562 3.833
H 2.161 0.688 3.129
C 5.471 -8.704 1.455
C 4.544 -7.545 1.217
C 3.936 -6.871 2.267
C 3.067 -5.812 2.046
C 2.435 -5.178 3.269
C 2.782 -5.404 0.727
Te 1.402 -3.764 0.708
N 1.569 -3.319 -1.187
C 1.261 -2.152 -1.632
O 0.454 -1.307 -1.089
C 1.904 -1.712 -2.912
C 3.227 -2.059 -3.166
C 3.894 -1.516 -4.255
C 3.242 -0.624 -5.095
C 1.918 -0.281 -4.848
C 1.253 -0.814 -3.754
C -0.401 -4.838 0.958
C -1.121 -4.564 2.125
C -0.651 -3.696 3.272
C -2.365 -5.181 2.276
C -2.877 -6.056 1.337
C -4.222 -6.701 1.521
C -2.102 -6.346 0.213
C -0.873 -5.753 -0.003
C -0.080 -6.146 -1.219
C 3.395 -6.055 -0.350
C 3.229 -5.758 -1.827
C 4.260 -7.111 -0.067
H 5.549 -8.940 2.515
H 6.472 -8.484 1.079
H 5.116 -9.594 0.932
H 4.134 -7.180 3.287
H 2.923 -5.531 4.174
H 1.377 -5.444 3.340
H 2.511 -4.089 3.264
H 3.725 -2.746 -2.493
H 4.926 -1.785 -4.444
H 3.764 -0.197 -5.942
H 1.406 0.415 -5.501
H 0.226 -0.544 -3.544
H 0.296 -3.195 3.090
H -0.546 -4.306 4.170
H -1.384 -2.918 3.485
H -2.940 -4.957 3.169
H -4.695 -6.372 2.444
H -4.126 -7.788 1.553
H -4.883 -6.456 0.688
H -2.471 -7.061 -0.515
H -0.691 -6.731 -1.903
H 0.777 -6.755 -0.925
H 0.298 -5.276 -1.754
H 2.451 -5.036 -2.043
H 3.013 -6.687 -2.357
H 4.170 -5.371 -2.226
H 4.722 -7.618 -0.909
O 2.786 -0.542 0.191
N 3.812 0.131 -0.255
C 3.663 1.343 -0.819
C 4.761 2.060 -1.241
C 6.029 1.527 -1.092
C 6.154 0.259 -0.545
C 5.031 -0.427 -0.140
H 2.646 1.694 -0.893
H 4.611 3.035 -1.683
H 6.903 2.090 -1.389
H 7.121 -0.208 -0.426
H 5.041 -1.414 0.294
*
```

Löwdin atomic charge list, values in e, 4 entries:
1 Mn 0.7774
2 O 0.1964
3 C -0.4393
4 O 0.0882

=====

2.
DFT (wB97M-V/def2-TZVPD) results for C5H13NO in the gas phase at a distorted geometry.

As for the total energy: -8932.7748 eV. Its highest occupied orbital energy is -8.80 eV. The calculation puts the relative energy (zero: lowest compared OMol25 entry of this formula, charge and spin) at 119.3 kJ/mol.

ORCA input file:
```
! RIJCOSX wB97M-V def2-TZVPD def2/J DEFGRID3
* xyz 0 1
C -1.520 -1.515 1.278
N -0.366 -2.135 0.588
C 0.672 -1.201 0.151
C 0.259 -0.280 -0.982
C -0.114 1.161 -0.602
C 1.118 1.962 -0.154
O -0.705 1.745 -1.737
H -2.462 -1.947 0.929
H -1.434 -1.611 2.358
H -1.572 -0.470 0.978
H 0.083 -2.770 1.232
H 1.117 -0.587 0.958
H 1.520 -1.839 -0.134
H -0.600 -0.667 -1.531
H 1.071 -0.173 -1.712
H -0.803 1.149 0.258
H 0.861 2.982 0.131
H 1.796 1.998 -1.016
H 1.667 1.500 0.664
H -0.590 2.699 -1.655
*
```

Löwdin atomic charge list, values in e, 4 entries:
1 C -0.1067
2 N -0.1246
3 C -0.2526
4 C -0.1516

=====

3.
DFT (wB97M-V/def2-TZVPD) results for a 2-piece molecular cluster, C2H8NO overall at a distorted geometry.

As for the total energy: -5734.2736 eV. Its highest occupied orbital energy is -15.85 eV. The calculation puts the relative energy (zero: lowest compared OMol25 entry of this formula, charge and spin) at 58.9 kJ/mol.

ORCA input file:
```
! RIJCOSX wB97M-V def2-TZVPD def2/J DEFGRID3
* xyz 1 1
O -1.413 1.394 -0.411
H -2.179 1.125 0.095
H -1.681 1.638 -1.292
H -0.802 -0.935 1.569
C 0.199 -1.154 1.161
C 0.767 -0.108 0.322
N 0.871 -0.300 -0.941
H 0.088 -2.168 0.771
H 0.713 -1.331 2.110
H 1.032 0.842 0.764
H 0.607 -1.161 -1.398
H 1.388 0.360 -1.507
*
```

Löwdin atomic charge list, values in e, 4 entries:
1 O -0.0339
2 H 0.0547
3 H 0.0518
4 H 0.1179

=====

4.
DFT (wB97M-V/def2-TZVPD) results for C18H19N5O3 in the gas phase.

As for the total energy: -32568.2339 eV. Its highest occupied orbital energy is -8.77 eV. The calculation puts the relative energy (zero: lowest compared OMol25 entry of this formula, charge and spin) at 65.2 kJ/mol.

ORCA input file:
```
! RIJCOSX wB97M-V def2-TZVPD def2/J DEFGRID3
* xyz 0 1
C -1.424 -2.933 1.365
C -2.016 -2.558 0.051
C -3.496 -2.670 -0.122
C -4.156 -1.337 0.280
O -5.010 -1.270 1.130
N -3.665 -0.304 -0.448
C -3.965 1.053 -0.342
C -4.959 1.564 0.489
C -5.166 2.933 0.502
C -4.383 3.739 -0.310
N -3.437 3.259 -1.102
C -3.234 1.959 -1.117
N -1.390 -2.088 -0.959
N -0.053 -1.793 -0.901
C 0.589 -1.025 -0.008
O 0.122 -0.525 1.006
C 2.044 -0.798 -0.430
O 2.478 -1.272 -1.466
N 2.680 -0.047 0.482
C 4.002 0.404 0.513
C 4.397 1.197 1.587
C 5.698 1.660 1.651
C 6.603 1.339 0.656
C 6.219 0.548 -0.422
C 7.206 0.203 -1.494
C 4.914 0.083 -0.487
H -1.199 -2.028 1.934
H -2.102 -3.555 1.941
H -0.479 -3.456 1.214
H -3.917 -3.455 0.504
H -3.740 -2.857 -1.169
H -2.911 -0.533 -1.088
H -5.545 0.903 1.106
H -5.927 3.364 1.134
H -4.510 4.813 -0.333
H -2.449 1.609 -1.777
H 0.459 -1.975 -1.763
H 2.083 0.239 1.256
H 3.686 1.445 2.362
H 6.005 2.275 2.484
H 7.618 1.705 0.713
H 6.735 -0.375 -2.284
H 7.629 1.109 -1.926
H 8.027 -0.379 -1.077
H 4.596 -0.530 -1.314
*
```

Löwdin atomic charge list, values in e, 4 entries:
1 C -0.0067
2 C -0.3158
3 C -0.0397
4 C -0.4557

=====

5.
DFT (wB97M-V/def2-TZVPD) results for an isolated ion of composition C8H15FN2O2PS2 and charge -1 at a distorted geometry.

As for the total energy: -49293.4928 eV. Its highest occupied orbital energy is -5.13 eV.

ORCA input file:
```
! RIJCOSX wB97M-V def2-TZVPD def2/J DEFGRID3
* xyz -1 1
C -3.369 -0.646 0.878
C -3.095 -0.183 -0.543
S -1.856 -1.198 -1.389
C -0.430 -0.047 -1.510
P 1.134 -0.358 -0.445
C 2.787 -0.757 0.323
F 1.859 0.880 -1.332
C 0.557 0.889 0.867
C 0.577 2.351 0.455
O -0.168 3.148 1.411
N 1.606 -1.671 -1.787
C 2.249 -1.389 -2.739
S 3.175 -1.079 -4.002
O 0.327 -1.727 0.438
C 0.581 -1.886 1.675
N 0.763 -2.002 2.805
H -2.461 -0.617 1.472
H -4.091 0.019 1.358
H -3.792 -1.646 0.889
H -4.012 -0.187 -1.128
H -2.737 0.844 -0.521
H -0.167 -0.093 -2.559
H -0.859 0.914 -1.264
H 2.990 -1.823 0.343
H 3.539 -0.320 -0.330
H 2.926 -0.328 1.309
H 1.124 0.828 1.794
H -0.482 0.646 1.106
H 1.597 2.725 0.463
H 0.103 2.515 -0.503
H -0.249 2.613 2.206
*
```

Löwdin atomic charge list, values in e, 4 entries:
1 C -0.1723
2 C -0.5626
3 S 0.8332
4 C -0.4951

=====

6.
DFT (wB97M-V/def2-TZVPD) results for a 2-piece molecular cluster, C3H6NO2 overall at a distorted geometry.

As for the total energy: -8782.9007 eV. Its highest occupied orbital energy is -14.93 eV. The calculation puts the relative energy (zero: lowest compared OMol25 entry of this formula, charge and spin) at 297.3 kJ/mol.

ORCA input file:
```
! RIJCOSX wB97M-V def2-TZVPD def2/J DEFGRID3
* xyz 1 1
C 1.516 0.955 -0.495
C -1.271 -1.144 -1.181
C 0.124 -0.017 1.295
N 0.886 0.583 0.456
O -0.868 0.449 1.892
O -0.940 -1.142 -0.029
H 2.338 1.727 -0.460
H -1.807 -1.913 -1.566
H -0.923 -0.387 -1.893
H 1.456 0.405 -1.370
H 0.686 -0.690 1.922
H -1.198 1.174 1.430
*
```

Löwdin atomic charge list, values in e, 4 entries:
1 C 0.1144
2 C 0.0171
3 C -0.2492
4 N 0.1233

=====

Which of these has the lowest total energy?
C34H37MnN2O7Te